{"formula": "C26H34N2O3", "method": "ωB97M-V/def2-TZVPD", "elements": ["C", "H", "H", "C", "H", "H", "H", "C", "C", "N", "H", "H", "C", "H", "H", "H", "C", "C", "C", "H", "H", "C", "H", "O", "H", "H", "H", "H", "C", "C", "C", "C", "H", "H", "H", "H", "C", "O", "C", "C", "C", "C", "H", "H", "H", "O", "C", "H", "C", "C", "C", "N", "H", "H", "C", "H", "H", "C", "C", "H", "C", "H", "H", "H", "H"], "positions_angstrom": [[3.5102, -6.4358, -0.6195], [5.1343, -7.0605, -1.9015], [-2.5312, 2.1079, 3.1605], [-1.0434, -0.7006, -1.0120], [2.1782, -4.9589, 1.3315], [4.2281, -4.7186, -1.6845], [-0.2894, -3.6262, -2.5522], [-2.2660, 1.0006, 1.3304], [-2.0857, 7.7185, -0.4834], [2.7209, -4.0797, -0.4745], [-4.2638, 3.9881, -0.0845], [6.9718, -5.4924, 0.7329], [-3.0905, 5.2266, 2.8615], [0.3631, 0.4339, 0.1677], [2.6985, -3.2693, 1.4687], [4.6616, -4.8836, 1.3432], [-1.4233, 6.1847, 1.2369], [-0.1626, -2.7443, -1.9427], [3.8718, -4.9471, -0.6722], [-4.3464, 3.5736, 3.4239], [-3.1898, 2.3910, -1.6765], [-2.7318, 6.1029, 1.6977], [-2.1853, 4.8158, 3.3120], [5.7921, -6.9597, 0.0506], [-0.6475, 5.6153, 1.7311], [-1.4151, 0.4283, 1.7039], [3.1166, -6.6984, 0.3643], [-4.1629, 8.2326, -0.5131], [-3.7092, 6.8573, 1.0579], [-4.0475, 4.0675, 2.4929], [6.1703, -5.6047, -0.0003], [1.0611, -2.5184, -1.3186], [-4.7284, 6.8217, 1.4163], [-4.9467, 4.4805, 2.0291], [6.5633, -5.3620, -1.0002], [-1.4598, 2.8933, 1.9725], [2.1499, -3.9830, 0.8470], [-2.1365, 0.0986, -0.9385], [2.1952, -3.4601, -1.5630], [-1.1009, 6.9848, 0.1551], [4.9980, -4.6753, 0.3264], [1.2264, -1.3622, -0.5689], [2.7581, -6.6657, -1.3743], [2.1807, -1.1540, -0.1071], [4.5772, -8.3245, -0.7708], [2.6248, -3.6469, -2.6882], [-1.2027, -1.8571, -1.7815], [-0.0782, 7.0360, -0.1899], [-3.3909, 7.6550, -0.0257], [0.1904, -0.4574, -0.4148], [-3.3024, 2.1354, -0.6227], [-3.5498, 3.0380, 1.6144], [-3.1699, 0.4077, 1.4760], [-3.5978, 5.8289, 3.6196], [4.7757, -7.2562, -0.8790], [-2.4942, 4.0176, 0.0497], [-4.2119, 1.5466, -0.5034], [-2.1163, 1.2879, -0.1658], [-3.3943, 3.4037, 0.2226], [-1.1854, 1.8437, -0.3531], [-2.3942, 2.3154, 2.0965], [-2.1584, -2.0268, -2.2515], [1.1124, -3.6614, 0.7809], [5.3233, -3.6361, 0.2656], [-1.8361, 8.3414, -1.3295]], "forces_ev_per_angstrom": [[0.3, 0.1, -0.1], [0.0, 0.0, 0.0], [0.1, 0.0, 0.0], [0.1, -0.3, -0.1], [0.0, 0.0, 0.0], [0.0, -0.1, 0.2], [0.0, -0.1, -0.1], [0.3, 0.1, -0.2], [0.1, 0.0, -0.1], [0.1, -0.1, 0.0], [0.1, 0.0, 0.0], [0.0, 0.1, -0.1], [-0.3, -0.3, -0.1], [0.0, 0.1, 0.0], [-0.1, 0.0, 0.1], [0.0, 0.0, 0.1], [0.0, 0.0, 0.1], [0.1, 0.0, 0.1], [0.2, -0.1, -0.1], [-0.1, 0.1, 0.0], [0.0, 0.0, -0.1], [0.1, 0.1, 0.1], [0.0, 0.0, 0.1], [0.1, -0.1, 0.1], [0.0, -0.1, 0.1], [0.0, 0.0, 0.0], [-0.1, 0.0, 0.0], [-0.1, 0.0, 0.0], [0.0, 0.0, 0.0], [0.1, 0.2, 0.3], [0.0, 0.3, 0.2], [0.0, 0.3, -0.1], [-0.1, 0.0, 0.0], [0.0, 0.0, 0.1], [0.0, 0.0, 0.1], [0.0, 0.0, 0.1], [-0.1, 0.1, 0.2], [0.0, -0.1, -0.1], [0.0, 0.0, 0.1], [0.1, 0.0, -0.1], [0.1, -0.2, -0.3], [0.0, -0.3, -0.2], [-0.1, 0.0, 0.0], [0.1, 0.0, 0.1], [0.0, 0.1, -0.1], [-0.1, 0.0, -0.3], [-0.1, 0.2, 0.1], [0.1, 0.0, 0.0], [-0.1, 0.0, -0.1], [-0.2, 0.3, 0.1], [0.3, 0.0, 0.0], [0.1, 0.0, 0.0], [0.0, 0.0, 0.0], [0.1, 0.0, 0.1], [-0.3, -0.1, 0.0], [-0.1, 0.0, 0.0], [-0.1, 0.0, 0.0], [-0.3, 0.3, 0.3], [-0.1, -0.2, -0.3], [-0.1, -0.1, 0.0], [-0.1, -0.3, 0.0], [-0.1, 0.0, -0.1], [0.1, -0.1, 0.1], [0.0, 0.1, 0.0], [0.0, 0.1, -0.1]], "homo_ev": -8.34, "e_tot_ev": -36636.82776, "homo_lumo_gap_ha": 0.3300, "smiles": "CN(C(=O)c1ccc(OC2CCN(CCc3ccccc3)CC2)cc1)C1CCOCC1", "e_above_lowest_kcal_mol": 35.12}